# 1
DFT (wB97M-V/def2-TZVPD) results for a cluster of 8 separate species, C52H53BrN10O18PS in total at a distorted geometry.

ORCA input file:
```
! wB97M-V def2-TZVPD RIJCOSX def2/J DEFGRID3
* xyz 1 1
C 3.00090 -4.01058 0.19917
O 1.69607 -3.52199 -0.09971
C 0.87280 -3.60566 1.00171
N -0.53041 -3.67875 0.56608
N -0.95377 -4.93369 0.53382
C -2.17248 -5.15823 0.21167
P -2.59847 -6.91481 0.14571
O -3.59381 -7.12300 1.28909
O -1.35156 -7.60925 0.70878
S -3.10736 -7.46990 -1.59790
C -3.05415 -4.16297 -0.06195
C -4.44658 -4.45714 -0.35119
C -5.33368 -4.27326 0.89702
C -6.49114 -3.31844 0.73257
O -6.47360 -2.27994 1.69750
C -2.60262 -2.93856 -0.03410
Br -3.77529 -1.58991 -0.42825
C -1.30071 -2.64741 0.26942
C -0.80400 -1.27085 0.28990
N 0.09988 -0.91012 -0.80165
H 3.72459 -3.23976 0.13598
H 3.04482 -4.43424 1.18043
H 3.24563 -4.75032 -0.52028
H 0.99401 -2.81963 1.72250
H 1.04143 -4.53162 1.49461
H -3.17618 -7.52785 2.05623
H -0.68554 -7.70068 0.02207
H -4.54675 -5.43163 -0.73848
H -4.77562 -3.78333 -1.10634
H -5.73528 -5.22514 1.13670
H -4.74559 -3.95837 1.73098
H -6.50256 -2.89423 -0.25077
H -7.40084 -3.85069 0.87600
H -6.14204 -1.49099 1.28110
H -1.63066 -0.61461 0.25776
H -0.35395 -1.14415 1.23016
H 0.10867 -1.62501 -1.51016
H 1.05357 -0.89349 -0.47869
C -2.22547 2.57770 5.33596
C -2.69283 1.27736 5.48131
C -1.98995 0.22508 4.92415
C -0.82713 0.50060 4.22952
C -0.34580 1.78598 4.06812
C -1.05663 2.83059 4.62859
N -0.07144 -0.60904 3.64739
O -0.51802 -1.73810 3.75961
O 0.95807 -0.35674 3.05626
H -2.77553 3.39509 5.77997
H -3.60058 1.08659 6.02830
H -2.34278 -0.78839 5.03237
H 0.56342 1.96953 3.51793
H -0.69739 3.84263 4.51609
C -0.57093 -0.13885 11.42818
C -1.24487 -1.04605 10.62211
C -2.22933 -0.60614 9.75548
C -2.51692 0.74241 9.71284
C -1.86499 1.66224 10.50768
C -0.88355 1.21222 11.37259
N -3.54886 1.21915 8.78094
O -4.12104 0.39552 8.09551
O -3.76238 2.40919 8.72995
H 0.19954 -0.48577 12.10173
H -1.00309 -2.09746 10.66838
H -2.76197 -1.30098 9.12614
H -2.11641 2.70943 10.45473
H -0.36162 1.91682 12.00264
C 8.50688 0.67289 -0.55037
C 7.97426 -0.59351 -0.34371
C 6.60703 -0.75942 -0.22897
C 5.79285 0.35380 -0.32833
C 6.30165 1.62168 -0.52633
C 7.67188 1.77695 -0.63730
N 4.33762 0.17541 -0.22782
O 3.92970 -0.95966 -0.02985
O 3.62063 1.14119 -0.33668
H 9.57618 0.79779 -0.64583
H 8.62575 -1.45175 -0.27517
H 6.18496 -1.73838 -0.06872
H 5.64911 2.47391 -0.59950
H 8.08564 2.76138 -0.79850
C 4.03569 1.16953 -6.52405
C 4.10274 0.86496 -5.17081
C 4.62071 1.78539 -4.27784
C 5.06098 3.00054 -4.76415
C 5.01070 3.32401 -6.10393
C 4.49187 2.39527 -6.98890
N 5.59679 3.98538 -3.81457
O 5.66034 3.65445 -2.64671
O 5.96079 5.05287 -4.24604
H 3.62745 0.44940 -7.21860
H 3.74998 -0.09050 -4.81075
H 4.67854 1.56230 -3.22285
H 5.36826 4.28001 -6.45238
H 4.44304 2.62900 -8.04181
C -1.63858 3.94454 -2.12716
C -1.73904 2.56823 -1.97420
C -2.98282 1.98018 -1.84414
C -4.10344 2.78557 -1.86700
C -4.02550 4.15400 -2.01451
C -2.77811 4.73433 -2.14632
N -5.43304 2.17876 -1.72184
O -5.51051 0.97242 -1.56155
O -6.38859 2.91451 -1.75677
H -0.66856 4.40181 -2.23038
H -0.84991 1.95376 -1.95236
H -3.07364 0.91394 -1.72248
H -4.91896 4.75787 -2.02326
H -2.69604 5.80494 -2.26185
C 9.63510 4.30378 -3.73329
C 8.85124 3.15828 -3.72615
C 9.40089 1.93577 -4.06857
C 10.73518 1.88254 -4.40951
C 11.53443 3.00600 -4.43039
C 10.97475 4.22620 -4.08912
N 11.32650 0.57564 -4.75194
O 10.59236 -0.38913 -4.73907
O 12.50528 0.54633 -5.01814
H 9.19986 5.25539 -3.46159
H 7.81408 3.21473 -3.44846
H 8.80047 1.03928 -4.06557
H 12.57445 2.93266 -4.70576
H 11.58623 5.11620 -4.09874
C -8.13797 -0.51194 -3.77873
C -8.40501 0.67020 -3.10196
C -9.65211 1.26111 -3.21218
C -10.60765 0.65159 -3.99680
C -10.36249 -0.51939 -4.68237
C -9.11304 -1.10371 -4.57069
N -11.94409 1.26869 -4.10074
O -12.12728 2.30695 -3.50648
O -12.77222 0.69692 -4.77320
H -7.16367 -0.97370 -3.68686
H -7.64602 1.12358 -2.49278
H -9.87384 2.17992 -2.69283
H -11.13088 -0.96812 -5.29128
H -8.90315 -2.02191 -5.09992
*
```

Calculated values
E_tot, Ha: -7227.90345
LUMO level, eV: -4.017
E_HOMO, eV: -11.15
Largest force on an atom, eV/A: 3.1

Atomic partial charges in e from the Löwdin method, atoms 1 to 5: C -0.0417; O -0.1159; C -0.1485; N 0.0436; N 0.1808

=====

# 2
DFT (wB97M-V/def2-TZVPD) results for a structure of composition C52H53F9N6O9PS2Zr at a distorted geometry.

ORCA input file:
```
! wB97M-V def2-TZVPD RIJCOSX def2/J DEFGRID3
* xyz 1 1
Zr -0.65747 0.29866 -0.71840
C -1.04399 -3.39926 1.15456
C -2.28112 -2.92151 0.34559
N -1.86655 -2.26868 -0.90593
C -1.40367 -3.30207 -1.84777
C -0.32086 -2.79781 -2.78864
S 1.07127 -2.02138 -1.90651
C 1.72929 -3.52645 -1.07662
C 1.32802 -3.58882 0.41176
N 0.16407 -2.77003 0.66864
H -1.21905 -3.18719 2.21749
H -0.93967 -4.48258 1.05259
H -2.93987 -3.78150 0.14394
H -2.85053 -2.20235 0.93134
H -2.71684 -1.84912 -1.29218
H -0.99349 -4.13197 -1.27111
H -2.23691 -3.70039 -2.44598
H 0.07158 -3.61582 -3.39421
H -0.70103 -2.02545 -3.45050
H 1.35849 -4.38065 -1.63670
H 2.81128 -3.49576 -1.18480
H 1.13582 -4.63307 0.68013
H 2.17760 -3.24754 1.00885
H 0.39389 -1.91887 1.16542
N -0.24854 2.17411 0.79529
C -1.32768 3.07796 1.02720
C -1.15212 4.29240 1.65013
C -2.24021 5.13179 1.92584
C -3.50612 4.76348 1.56354
C -3.72618 3.54100 0.89784
C -5.01027 3.10833 0.51214
C -5.13823 1.89666 -0.10889
C -3.98992 1.12500 -0.35781
N -2.76724 1.49686 -0.03999
C -2.62386 2.68552 0.60910
H 0.55887 2.72361 0.47927
H 0.01958 1.71190 1.68076
H -0.16093 4.60617 1.94183
H -2.07240 6.06476 2.44094
H -4.35029 5.40002 1.77782
H -5.86891 3.72468 0.73156
H -6.10052 1.51666 -0.41139
H -4.10757 0.15369 -0.82127
C 1.36672 2.55021 -3.51617
S 0.70117 2.42551 -1.84596
O 1.15789 3.58027 -1.12073
O 1.20193 1.16603 -1.19666
O -0.76918 2.27363 -1.86209
H 2.31279 3.06723 -3.41614
H 0.68681 3.14360 -4.11642
H 1.49405 1.55514 -3.92152
O -0.58122 -1.06997 4.94459
C -1.86142 -0.90911 4.56350
C -2.92614 -1.07335 5.44869
C -4.23234 -0.95490 5.01706
C -4.50692 -0.66848 3.68810
C -3.46366 -0.49442 2.80446
C -2.13669 -0.59642 3.22063
C -1.06934 -0.24506 2.25038
O 0.00906 0.23514 2.62506
O -1.32648 -0.39321 0.99139
H -0.52439 -1.23912 5.89439
H -2.71876 -1.29405 6.48559
H -5.03958 -1.08819 5.71942
H -5.52443 -0.57274 3.34778
H -3.65205 -0.24752 1.77041
F 5.04812 6.11083 0.05543
C 4.92905 5.51710 1.25236
F 4.30901 6.38750 2.05658
F 6.18074 5.37981 1.72796
C 4.22627 4.19230 1.16712
C 3.24428 3.83528 2.07977
C 2.66805 2.58123 2.00603
C 3.07307 1.65982 1.03953
C 4.04258 2.04341 0.12123
C 4.61585 3.29930 0.18043
P 2.27617 -0.01490 1.04131
C 3.60700 -0.93141 0.13238
C 3.68029 -0.75711 -1.25121
C 4.57904 -1.48157 -2.00979
C 5.39881 -2.42128 -1.39398
C 5.32849 -2.61928 -0.02419
C 4.44677 -1.86522 0.73151
C 6.30509 -3.25583 -2.25511
F 5.58748 -4.12283 -3.00099
F 7.18328 -3.98503 -1.56229
F 7.01100 -2.51451 -3.12018
C 2.80716 -0.49812 2.75828
C 3.85567 0.12572 3.43056
C 4.20705 -0.25067 4.71419
C 3.52081 -1.28225 5.33688
C 2.49695 -1.94188 4.66944
C 2.14521 -1.54415 3.39431
C 3.83975 -1.68019 6.75085
F 4.18946 -2.97349 6.85199
F 4.83031 -0.96695 7.29119
F 2.77074 -1.52645 7.55923
H 2.94877 4.53102 2.84863
H 1.93606 2.28570 2.74502
H 4.38972 1.35193 -0.62883
H 5.38185 3.57738 -0.52714
H 3.00868 -0.05988 -1.73134
H 4.63977 -1.34059 -3.07801
H 5.95768 -3.35684 0.44754
H 4.41526 -2.02062 1.79803
H 4.41671 0.91544 2.95591
H 5.00257 0.26494 5.22929
H 1.97938 -2.75570 5.15438
H 1.32795 -2.04998 2.90705
C -4.89005 2.07175 -3.94171
C -5.11255 0.71732 -4.60303
C -3.81558 -0.12092 -4.60895
C -4.08425 -1.43498 -5.38361
C -2.82722 -2.26575 -5.60621
C -2.73967 0.62750 -5.35544
O -2.87495 1.12823 -6.43760
N -1.50448 0.64310 -4.71802
C -1.28426 0.25646 -3.42328
O -0.10769 0.17146 -2.99800
N -2.27488 -0.09768 -2.61861
C -3.47678 -0.46244 -3.16438
O -4.26079 -1.10863 -2.48702
H -5.83440 2.59413 -3.81942
H -4.24010 2.69110 -4.55626
H -4.42848 1.95574 -2.96112
H -5.44007 0.86337 -5.63293
H -5.87829 0.14592 -4.07553
H -4.51712 -1.17520 -6.35082
H -4.81298 -2.01085 -4.80982
H -2.11133 -1.73166 -6.22830
H -3.08618 -3.19640 -6.10569
H -2.34744 -2.50924 -4.66096
H -0.71398 1.01047 -5.23528
*
```

Calculated values
E_tot, Ha: -5102.78436
LUMO level, eV: -2.920
E_HOMO, eV: -10.87
Largest force on an atom, eV/A: 2.4
Energy relative to the best compared isomer or geometry (same formula, charge and spin), kJ/mol: 91.3

Atomic partial charges in e from the Löwdin method, atoms 1 to 5: Zr 1.9200; C -0.1700; C -0.1741; N -0.1138; C -0.2362

=====

# 3
DFT (wB97M-V/def2-TZVPD) results for a structure of composition C52H54AsMnN2OPS2 at a distorted geometry.

ORCA input file:
```
! wB97M-V def2-TZVPD RIJCOSX def2/J DEFGRID3
* xyz 0 2
Mn -0.45844 0.29646 -1.48918
C -3.38672 0.47898 0.03867
N -2.60067 1.33964 -0.86846
C -3.29600 1.43397 -2.15390
C -2.37615 2.01174 -3.19216
N -1.26633 1.08626 -3.47406
C -1.69458 0.03928 -4.42107
C -0.11117 1.74824 -4.06565
C -0.25148 2.91796 -4.79918
C 0.85292 3.51770 -5.39046
C 2.09928 2.92376 -5.26180
C 2.23547 1.74957 -4.53291
C 1.13626 1.14917 -3.92000
S 1.31037 -0.29218 -2.93670
C -2.42275 2.67141 -0.29053
C -3.52298 3.34356 0.24621
C -3.39374 4.60604 0.79605
C -2.13918 5.21231 0.79392
C -1.05131 4.55781 0.24792
C -1.16370 3.27120 -0.31443
S 0.24504 2.51993 -1.01282
H -4.44444 0.76732 0.07053
H -2.98675 0.53632 1.04308
H -3.32447 -0.55426 -0.29286
H -4.20159 2.04416 -2.06340
H -3.61571 0.43314 -2.44787
H -1.95913 2.94574 -2.82076
H -2.95505 2.23343 -4.09691
H -1.78460 0.45105 -5.43038
H -2.66774 -0.35442 -4.13346
H -0.96119 -0.76705 -4.42673
H -1.22336 3.38196 -4.91200
H 0.73427 4.44492 -5.94004
H 2.96933 3.38041 -5.71758
H 3.20825 1.28706 -4.40703
H -4.50066 2.87249 0.23751
H -4.25473 5.10804 1.22202
H -2.01452 6.20484 1.21440
H -0.07440 5.03042 0.23643
C 2.04879 1.11544 1.04183
C 3.01345 0.74798 2.16005
As 3.63572 2.36306 3.08305
C 1.90443 2.83999 3.83928
C 1.21130 2.00442 4.71338
C -0.00936 2.40185 5.24071
C -0.55505 3.63266 4.89073
C 0.12123 4.46372 4.00872
C 1.35098 4.06868 3.48953
C 4.37302 1.49586 4.67430
C 4.43907 2.23641 5.85501
C 4.95114 1.67833 7.01689
C 5.41625 0.36743 7.01372
C 5.37376 -0.37108 5.84010
C 4.85770 0.19104 4.67436
P 1.02409 -0.27454 0.40389
C 0.13200 -0.67082 1.96423
C 0.31285 -1.73880 2.83914
C -0.46791 -1.85546 3.98843
C -1.42483 -0.89770 4.29007
C -1.58703 0.19408 3.44498
C -0.81941 0.30097 2.29496
C 2.30362 -1.54911 0.11532
C 2.16849 -2.90128 0.42202
C 3.17425 -3.81093 0.10943
C 4.32248 -3.38239 -0.54001
C 4.44945 -2.04306 -0.89244
C 3.44971 -1.13926 -0.56936
H 2.56436 1.55914 0.19118
H 1.32336 1.85779 1.36621
H 3.89257 0.22878 1.77954
H 2.54854 0.09992 2.90688
H 1.62549 1.04032 4.98950
H -0.53722 1.74750 5.92449
H -1.50639 3.94285 5.30711
H -0.30252 5.42072 3.72850
H 1.88077 4.72035 2.80510
H 4.07416 3.25686 5.87107
H 4.98820 2.26650 7.92624
H 5.81059 -0.07302 7.92140
H 5.74129 -1.39026 5.82529
H 4.84195 -0.40532 3.77032
H 1.08657 -2.47413 2.66219
H -0.31539 -2.69790 4.65142
H -2.02839 -0.99079 5.18630
H -2.30698 0.96942 3.68385
H -0.94651 1.16260 1.64263
H 1.26694 -3.26318 0.89423
H 3.05400 -4.85629 0.37194
H 5.10922 -4.08751 -0.78187
H 5.32624 -1.70174 -1.43088
H 3.55396 -0.10459 -0.87402
C -2.51204 -7.40068 -4.31058
C -2.43310 -5.99695 -3.78018
C -1.25694 -5.51126 -3.23270
C -1.15974 -4.22186 -2.72538
C 0.13911 -3.77922 -2.12210
C -2.29743 -3.39890 -2.77369
C -2.32405 -2.05505 -2.20172
O -1.47873 -1.51491 -1.51924
C -3.49658 -3.85998 -3.36474
C -4.74016 -3.00227 -3.48985
C -3.54267 -5.15470 -3.84668
H -1.68484 -8.01030 -3.95141
H -2.47859 -7.39738 -5.40155
H -3.44725 -7.87512 -4.01503
H -0.37968 -6.14922 -3.20153
H 0.94807 -4.43971 -2.43775
H 0.06252 -3.82324 -1.03534
H 0.39996 -2.75512 -2.37894
H -3.24707 -1.49679 -2.40024
H -4.55229 -2.09904 -4.07326
H -5.13346 -2.69597 -2.51907
H -5.52337 -3.56254 -3.99730
H -4.46433 -5.52368 -4.28711
*
```

Calculated values
E_tot, Ha: -6723.17794
LUMO level (spin up / spin down), eV: -0.569 / -0.555
E_HOMO (spin up / spin down), eV: -6.59 / -6.66
Largest force on an atom, eV/A: 1.5
Energy relative to the best compared isomer or geometry (same formula, charge and spin), kJ/mol: 58.0

Atomic partial charges in e from the Löwdin method, atoms 1 to 5: Mn 0.1157; C -0.0539; N -0.1694; C -0.1661; C -0.1747

=====

> Number 3 is which compound?

C52H54AsMnN2OPS2